ORCA calculation (ωB97M-V with the def2-TZVPD basis set) on a 9-piece molecular cluster, C30H52Br2O24 overall in a non-equilibrium geometry.

Computed properties:
Charge: 0
Maximum force in eV Å⁻¹: 5.6
2S+1: 1
Structure (SMILES): C[C@H]1COC(=O)O1.C[C@H]1COC(=O)O1.C[C@H]1COC(=O)O1.C[C@H]1COC(=O)O1.COC(=O)OC.COC(=O)OC.COC(=O)OC.COC(=O)OC.BrCCBr
E_LUMO in eV: -0.34
Frontier orbital gap in Ha: 0.3820
Total energy in eV: -221174.5121

Geometry (Å):
C 6.447 5.384 -1.726
C 7.671 4.736 -2.399
C 7.461 3.752 -3.478
O 8.573 4.014 -4.267
C 9.139 5.186 -3.970
O 10.084 5.679 -4.495
O 8.426 5.718 -3.003
H 6.813 6.008 -0.911
H 5.719 4.684 -1.316
H 5.911 6.002 -2.446
H 8.389 4.340 -1.681
H 6.535 4.051 -3.970
H 7.417 2.772 -3.003
C -5.405 3.122 3.485
C -6.534 4.130 3.474
C -7.458 4.076 4.628
O -7.577 5.448 5.042
C -6.920 6.229 4.222
O -6.801 7.450 4.383
O -6.174 5.477 3.366
H -4.689 3.356 2.698
H -5.818 2.130 3.301
H -4.843 3.070 4.418
H -7.161 3.864 2.623
H -7.154 3.468 5.479
H -8.443 3.682 4.375
C 6.218 -4.855 -1.443
C 7.006 -6.146 -1.145
C 6.105 -7.327 -1.346
O 6.727 -7.937 -2.492
C 7.757 -7.327 -2.941
O 8.263 -7.486 -4.054
O 7.996 -6.178 -2.193
H 5.511 -4.658 -0.636
H 5.991 -4.897 -2.508
H 6.899 -4.005 -1.433
H 7.457 -6.177 -0.154
H 5.152 -6.842 -1.555
H 5.964 -8.124 -0.617
C 3.043 3.351 6.893
C 3.022 4.859 6.653
C 3.565 5.354 5.327
O 2.473 5.957 4.670
C 1.376 5.950 5.449
O 0.296 6.423 5.105
O 1.652 5.290 6.611
H 4.071 2.991 6.879
H 2.408 2.862 6.154
H 2.659 3.198 7.902
H 3.550 5.369 7.459
H 3.896 4.556 4.663
H 4.390 6.063 5.404
Br -1.551 -0.501 -0.909
C 0.464 -0.424 -0.832
C 0.951 -0.405 0.676
Br 2.858 0.270 0.762
H 0.791 0.379 -1.494
H 0.811 -1.327 -1.334
H 0.932 -1.432 1.042
H 0.347 0.245 1.309
C -5.758 -2.466 -7.791
O -4.546 -1.893 -7.784
C -4.526 -0.555 -7.772
O -5.470 0.200 -7.854
O -3.232 -0.216 -7.858
C -2.761 1.164 -7.812
H -5.564 -3.514 -8.019
H -6.543 -2.018 -8.401
H -6.206 -2.424 -6.798
H -2.103 1.206 -6.945
H -3.590 1.866 -7.720
H -2.133 1.396 -8.672
C -4.287 -5.420 -0.487
O -2.856 -5.804 -0.184
C -2.003 -6.087 -1.189
O -0.875 -6.598 -1.059
O -2.558 -5.866 -2.448
C -1.735 -5.703 -3.574
H -4.344 -4.432 -0.943
H -4.954 -5.331 0.371
H -4.894 -6.087 -1.101
H -1.062 -6.553 -3.685
H -1.302 -4.711 -3.446
H -2.391 -5.626 -4.441
C 7.624 -3.104 5.419
O 6.922 -4.237 5.117
C 5.631 -4.401 5.397
O 4.964 -3.817 6.272
O 5.241 -5.363 4.577
C 3.919 -5.831 4.749
H 7.030 -2.191 5.377
H 8.475 -2.989 4.747
H 8.126 -3.068 6.385
H 3.836 -6.617 3.998
H 3.107 -5.162 4.464
H 3.762 -6.247 5.744
C -11.855 4.385 -0.284
O -11.076 3.234 -0.405
C -10.525 2.825 -1.593
O -10.701 3.246 -2.728
O -9.688 1.771 -1.303
C -9.002 1.078 -2.372
H -12.780 4.327 -0.857
H -11.382 5.262 -0.726
H -12.158 4.752 0.697
H -8.157 1.713 -2.635
H -9.688 0.848 -3.188
H -8.587 0.168 -1.939

Löwdin population analysis, charges in e, atoms 1 to 4:
1. C 0.001
2. C -0.376
3. C -0.120
4. O 0.093